(1)
DFT (wB97M-V/def2-TZVPD) results for C5H13NO2 as an isolated structure.

Properties
Highest occupied orbital energy, eV: -9.48
Lowest unoccupied orbital energy, Eh: 0.033

Structure (ORCA input):
```
! wB97M-V def2-TZVPD RIJCOSX def2/J DEFGRID3
* xyz 0 1
O -2.018 0.745 -1.324
C -2.031 0.573 -0.050
H 2.724 1.468 -0.830
N -2.871 -1.097 -0.198
H 1.527 -1.414 -0.811
C 0.590 -1.254 -0.280
C 1.436 0.890 0.821
H 3.218 -0.030 -0.037
H 0.631 -1.790 0.671
H 0.278 0.751 -0.996
O -0.885 0.425 0.679
H -2.747 1.117 0.583
H -3.841 -1.063 0.104
C 0.357 0.233 -0.036
C 2.799 0.962 0.134
H -2.677 -0.679 -1.250
H 1.096 1.900 1.060
H -0.216 -1.667 -0.886
H 1.517 0.348 1.767
H 3.507 1.516 0.750
H -2.396 -1.936 0.128
*
```

=====

(2)
DFT (wB97M-V/def2-TZVPD) results for a 2-piece molecular cluster, C5H13NO2 overall.

Properties
Highest occupied orbital energy, eV: -9.05
Lowest unoccupied orbital energy, Eh: 0.027

Structure (ORCA input):
```
! wB97M-V def2-TZVPD RIJCOSX def2/J DEFGRID3
* xyz 0 1
C -1.642 -0.016 0.126
H -1.901 0.313 1.112
H -0.064 1.614 -0.196
O 1.354 2.281 1.368
H 0.331 -2.180 1.965
H -1.021 -1.729 -1.213
H -1.664 2.271 -0.963
N 1.038 -1.570 1.517
C -1.009 1.298 -0.723
C 0.599 -1.183 0.213
C 1.512 -0.712 -0.654
H 1.387 1.337 1.260
H -1.482 -2.080 0.326
H -0.285 0.084 -2.229
O -0.791 0.925 -1.994
H 2.098 2.505 0.787
H 1.183 -0.591 -1.694
H -2.529 -0.048 -0.469
C -0.858 -1.372 -0.155
H 1.128 -0.814 2.094
H 2.618 -0.332 -0.476
*
```

=====

(3)
DFT (wB97M-V/def2-TZVPD) results for a 2-piece molecular cluster, C5H13NO2 overall.

Properties
Highest occupied orbital energy, eV: -8.97
Lowest unoccupied orbital energy, Eh: 0.030

Structure (ORCA input):
```
! wB97M-V def2-TZVPD RIJCOSX def2/J DEFGRID3
* xyz 0 1
H -1.910 -1.744 -1.657
C -2.367 -1.067 0.748
H -2.232 -0.472 1.699
H -3.186 -0.767 0.143
O 2.035 0.396 -0.349
C 0.210 -0.368 2.084
H -2.048 -0.011 -1.864
C -0.016 -0.111 0.604
C 1.238 -0.483 -0.092
H -0.584 0.126 2.555
H 1.137 0.123 2.372
H -2.607 -2.047 1.073
C -1.339 -0.791 -1.468
H -0.300 -0.777 -2.006
H 1.888 3.080 -0.461
H 1.824 2.164 -1.712
H -0.385 1.022 0.387
H 1.410 -1.516 -0.545
N -1.039 -1.061 -0.031
H -0.016 -1.491 2.343
O 1.457 2.935 -1.322
*
```

=====

(4)
DFT (wB97M-V/def2-TZVPD) results for one molecule with the formula C5H13NO2.

Properties
Highest occupied orbital energy, eV: -8.52
Lowest unoccupied orbital energy, Eh: 0.034

Structure (ORCA input):
```
! wB97M-V def2-TZVPD RIJCOSX def2/J DEFGRID3
* xyz 0 1
H -0.269 1.128 -1.581
C -0.298 -0.227 0.070
C -0.169 0.912 2.534
C -0.638 1.096 -0.554
H 1.835 0.143 0.052
H 2.419 -0.140 -2.649
H 1.341 -1.623 0.423
H -1.071 -2.202 0.462
O 0.122 -0.201 1.744
H -1.709 1.288 -0.536
H -2.298 -0.920 0.350
H 0.942 -0.265 -3.357
C -1.357 -1.290 -0.056
O 1.056 -1.119 -1.600
H -1.039 1.474 2.158
H -0.143 1.913 -0.032
C 1.102 -0.657 -0.004
H -0.412 0.649 3.567
H 0.652 1.639 2.596
N 1.416 -0.063 -2.479
H -1.482 -1.535 -1.110
*
```

=====

(5)
DFT (wB97M-V/def2-TZVPD) results for a 2-piece molecular cluster, C5H13NO2 overall.

Properties
Highest occupied orbital energy, eV: -9.29
Lowest unoccupied orbital energy, Eh: 0.029

Structure (ORCA input):
```
! wB97M-V def2-TZVPD RIJCOSX def2/J DEFGRID3
* xyz 0 1
H 0.856 -2.610 1.278
H -0.302 1.927 2.329
C -0.498 0.495 -0.572
H -1.681 -0.261 -3.252
H -2.746 -0.281 -2.131
C 2.423 -0.574 0.590
N 0.247 0.810 0.523
C -0.111 1.966 1.251
H 2.187 -1.087 -0.492
C 0.249 -1.726 1.189
H 2.991 -1.254 1.250
O -2.452 0.269 -2.875
H 0.684 2.705 1.217
O -0.466 -0.638 -1.078
H -0.245 -2.053 0.177
H -0.413 -1.800 2.029
H 3.014 0.288 0.418
H 1.051 -0.069 2.378
H -1.155 2.438 0.896
H -0.897 1.390 -1.099
C 0.982 -0.505 1.369
*
```

=====

(6)
DFT (wB97M-V/def2-TZVPD) results for one molecule with the formula C5H13NO2S.

Properties
Highest occupied orbital energy, eV: -9.19
Lowest unoccupied orbital energy, Eh: 0.030

Structure (ORCA input):
```
! wB97M-V def2-TZVPD RIJCOSX def2/J DEFGRID3
* xyz 0 1
O -2.412 0.693 0.033
H -0.868 -0.565 -0.458
C -2.768 -0.392 0.862
S -3.357 -1.884 -0.074
H 2.767 1.154 0.465
O 1.014 1.754 -0.536
H 2.405 -0.890 1.353
H 0.989 -1.619 0.853
N 1.925 -1.351 0.599
H 1.127 -0.798 -1.300
H -1.041 0.849 -1.542
H 2.864 -0.927 -1.193
H 0.357 0.699 1.151
C -0.026 1.281 0.301
H -2.806 -1.645 -1.304
C 2.183 0.961 -0.455
H -3.618 -0.074 1.471
C 1.974 -0.573 -0.642
H -1.899 -0.636 1.489
H -0.524 2.173 0.714
C -1.116 0.509 -0.502
H 2.828 1.283 -1.285
*
```

=====

(7)
DFT (wB97M-V/def2-TZVPD) results for a 2-piece molecular cluster, C5H13NO2Si overall.

Properties
Highest occupied orbital energy, eV: -7.14
Lowest unoccupied orbital energy, Eh: 0.022

Structure (ORCA input):
```
! wB97M-V def2-TZVPD RIJCOSX def2/J DEFGRID3
* xyz 0 1
H -1.387 -1.918 -2.098
H 3.620 -0.139 -0.079
H 1.645 2.184 -0.129
H -1.763 -3.247 -0.973
H -2.303 -1.585 -0.621
H 2.098 -2.098 0.575
H -1.043 1.089 -1.186
C -1.500 -2.190 -1.045
C 0.688 2.308 -0.632
Si 0.475 -0.587 -0.205
O -0.310 -1.997 -0.356
H -2.137 1.143 1.556
H 0.879 2.742 -1.618
C -0.052 0.998 -0.759
O -3.314 0.345 0.125
H 2.690 0.704 1.162
H 3.665 -0.703 1.602
H -3.848 0.603 2.055
C -3.099 0.700 1.250
N 1.873 -1.113 0.615
C 3.023 -0.277 0.831
H 0.100 3.038 -0.069
*
```

=====

(8)
DFT (wB97M-V/def2-TZVPD) results for a 3-piece molecular cluster, C5H13NO3 overall.

Properties
Highest occupied orbital energy, eV: -9.42
Lowest unoccupied orbital energy, Eh: 0.010

Structure (ORCA input):
```
! wB97M-V def2-TZVPD RIJCOSX def2/J DEFGRID3
* xyz 0 1
C 1.697 -0.954 -2.062
O 2.049 -0.060 2.362
H 1.575 0.625 1.909
H -0.913 1.169 -0.678
H -1.381 1.016 1.825
C 0.938 -0.737 -0.992
H 1.433 2.136 0.318
H -0.987 -1.047 -2.067
H 0.893 2.725 1.623
H -3.068 -0.694 -0.173
C -0.556 -0.958 -1.009
H 1.382 -0.737 2.508
O -0.482 -0.818 1.765
H -3.020 0.435 -1.346
O 0.821 1.935 1.037
H 1.331 -1.306 -3.019
H 1.343 -0.415 -0.024
C -1.269 0.183 -0.264
C -1.017 0.131 1.238
H 2.749 -0.843 -2.025
H -0.783 -1.933 -0.533
N -2.736 0.147 -0.393
*
```

=====

(9)
DFT (wB97M-V/def2-TZVPD) results for a 2-piece molecular cluster, C5H13NO3S overall.

Properties
Highest occupied orbital energy, eV: -8.35
Lowest unoccupied orbital energy, Eh: 0.000

Structure (ORCA input):
```
! wB97M-V def2-TZVPD RIJCOSX def2/J DEFGRID3
* xyz 0 1
O -0.910 -0.947 -2.669
S -0.530 -2.147 -1.793
C 0.943 0.855 -1.637
C 0.004 -0.422 0.190
H 1.749 -0.793 -0.732
H -0.250 2.024 1.130
H 0.236 0.416 -2.349
C -1.146 1.421 1.358
H -2.107 -0.393 0.365
H -2.091 2.028 1.493
H -1.391 0.612 -0.820
H 1.927 0.991 -1.983
H 1.342 -2.838 -2.504
C -1.228 0.364 0.278
H 0.376 -2.245 0.747
N 0.969 -0.064 -0.596
O -0.807 -3.465 -2.337
H 0.576 1.823 -1.388
O 1.199 -2.267 -1.754
H -0.886 0.869 2.202
H -0.369 -1.455 2.025
C 0.329 -1.334 1.258
H 1.383 -1.151 1.564
*
```

=====

(10)
DFT (wB97M-V/def2-TZVPD) results for a 3-piece molecular cluster, C5H13NOS overall.

Properties
Highest occupied orbital energy (alpha / beta), eV: -2.48 / -2.40
Lowest unoccupied orbital energy (alpha / beta), Eh: 0.117 / 0.079
Expectation value of S²: 0.76

Structure (ORCA input):
```
! wB97M-V def2-TZVPD RIJCOSX def2/J DEFGRID3
* xyz -1 2
H 1.675 0.396 -1.558
H 1.145 1.201 0.468
H 0.212 -1.796 -0.081
O -1.487 1.208 1.460
H 1.528 -0.169 1.569
H -3.576 0.907 1.531
H -1.953 -0.168 -2.477
H -2.545 -0.540 1.758
N -0.717 -0.009 -0.790
C -2.624 0.538 1.940
H -0.288 -0.611 -2.790
H 2.610 -0.994 -0.876
S 4.437 0.254 0.412
H -1.248 0.833 0.573
C 1.387 0.152 0.551
H 4.440 1.581 0.211
C 1.695 -0.416 -0.843
C 0.390 -0.729 -0.201
C -1.078 -0.652 -2.035
H -2.648 0.713 3.018
H -1.354 -1.697 -1.841
*
```

=====

(11)
DFT (wB97M-V/def2-TZVPD) results for one molecule with the formula C5H13NOS.

Properties
Highest occupied orbital energy, eV: -8.83
Lowest unoccupied orbital energy, Eh: 0.026

Structure (ORCA input):
```
! wB97M-V def2-TZVPD RIJCOSX def2/J DEFGRID3
* xyz 0 1
N 0.429 -0.242 0.873
C -0.811 -1.700 -0.498
C -0.652 0.810 -1.137
H 0.614 -1.029 1.364
C -0.775 -0.236 -0.014
H -1.592 0.668 -1.858
S 2.072 -0.226 -0.266
H -1.822 1.212 1.096
H -0.792 1.786 -0.704
H -2.236 -0.489 1.531
C 2.486 1.354 0.400
H 2.359 1.212 1.408
H -3.002 0.057 0.149
H 0.145 -2.081 -0.849
C -1.996 0.142 0.710
H 1.546 1.907 -0.013
O 2.856 -1.337 0.263
H 3.515 1.695 0.198
H -1.292 -2.420 0.277
H 0.419 0.839 -1.545
H -1.471 -1.923 -1.387
*
```

=====

(12)
DFT (wB97M-V/def2-TZVPD) results for a 2-piece molecular cluster, C5H13NOS overall.

Properties
Highest occupied orbital energy, eV: -8.02
Lowest unoccupied orbital energy, Eh: -0.130

Structure (ORCA input):
```
! wB97M-V def2-TZVPD RIJCOSX def2/J DEFGRID3
* xyz 0 1
H 2.721 2.745 0.620
S 2.710 -0.614 0.930
H 2.831 0.958 -1.032
H -3.978 -0.281 -0.770
H 0.705 -1.179 -0.900
H -1.288 -0.588 0.563
H 0.792 -0.199 -2.184
N -1.170 1.101 -0.633
H -1.587 -0.877 -1.152
H -2.819 -1.080 1.505
C -3.243 0.024 0.002
H 3.022 2.066 0.698
H 0.481 1.044 0.621
H 2.986 -0.811 -1.345
C 2.457 -0.039 -0.728
H 0.797 1.901 -0.942
C -1.764 -0.160 -0.344
C 0.230 1.051 -0.496
O -3.665 -0.848 1.106
C 0.973 -0.127 -1.089
H -3.250 1.096 0.287
*
```